# 1
{
  "formula": "Cl2H3P3",
  "method": "wB97M-V/def2-TZVPD",
  "fmax_ev_per_a": 2.99,
  "smiles": "P[P@H](Cl)=PCl",
  "energy_ev": -52957.7318,
  "elements": ["P", "P", "P", "Cl", "Cl", "H", "H", "H"],
  "coordinates": [[-0.706290, 0.343533, -1.179394], [0.253879, 0.032729, 0.713563], [-0.241885, -2.293795, 1.107768], [0.672506, -3.354101, -0.248197], [1.178032, 2.247373, 0.811266], [-0.877607, 1.770507, -1.099606], [0.682947, 0.851377, -1.547079], [-0.961583, 0.402378, 1.441678]],
  "forces_ev_per_angstrom": [[2.047, 1.292, -1.753], [-1.348, 0.642, 1.293], [-0.498, 1.860, 1.196], [0.774, -0.618, -1.178], [-0.214, -1.145, 0.266], [-0.458, -0.553, 0.591], [-1.410, -1.084, -0.419], [1.108, -0.393, 0.004]]
}

# 2
{
  "formula": "C2H11NO3",
  "method": "wB97M-V/def2-TZVPD",
  "fmax_ev_per_a": 3.98,
  "smiles": "CNCO.O.O",
  "energy_ev": -9883.6236,
  "elements": ["C", "N", "C", "O", "H", "H", "H", "H", "H", "H", "H", "H", "H", "O", "H", "H", "O"],
  "coordinates": [[-0.800975, 0.147578, 2.366627], [-1.081951, -0.619432, 1.145673], [-1.662654, 0.163789, 0.009219], [-0.716919, 0.424956, -1.022346], [-1.358159, -0.220887, 3.131283], [-0.807664, 1.205644, 2.202115], [0.251634, 0.051224, 2.698762], [-0.267286, -0.870269, 0.689787], [-2.618295, -0.231381, -0.173194], [-1.786000, 1.193583, 0.391263], [-0.580578, -0.303786, -1.584214], [1.854672, 2.004007, -2.689958], [1.023242, 1.021007, -1.780170], [1.907228, 1.250581, -2.113275], [2.105034, -0.957684, -1.348302], [2.471389, -2.489637, -1.160347], [2.067276, -1.769292, -0.762922]],
  "forces_ev_per_angstrom": [[3.053, 0.087, -2.140], [-1.643, 1.052, -0.644], [1.567, 2.237, 2.895], [-0.662, 0.729, 0.629], [-1.984, -0.455, 2.271], [-0.878, 0.837, 0.053], [-0.277, -0.575, -0.308], [2.467, -1.234, -0.232], [-1.008, -0.717, -1.541], [-0.521, -0.380, -0.090], [-0.051, -1.786, -1.027], [-0.347, 0.352, -0.249], [0.149, 0.723, -0.117], [0.114, -1.040, 0.551], [0.378, -1.624, 0.769], [1.251, -1.772, -1.497], [-1.606, 3.567, 0.677]]
}

# 3
{
  "formula": "C5H9N2",
  "method": "wB97M-V/def2-TZVPD",
  "fmax_ev_per_a": 1.31,
  "charge": 1,
  "smiles": "CN1C#C[NH2+]CC1",
  "energy_ev": -8299.8988,
  "elements": ["C", "C", "C", "C", "C", "N", "N", "H", "H", "H", "H", "H", "H", "H", "H", "H"],
  "coordinates": [[-0.258539, 1.212748, -1.119843], [-1.490910, 0.950565, -1.275862], [-0.126883, 0.032204, 0.735716], [-0.942380, -1.019593, -0.076448], [1.956172, 1.330156, 0.008041], [0.588123, 0.939295, -0.176441], [-1.928544, -0.410427, -1.073996], [-0.800195, 0.599881, 1.385404], [0.597405, -0.503116, 1.352599], [-0.241401, -1.630590, -0.646980], [-1.491111, -1.651781, 0.620729], [2.593440, 0.447764, 0.083206], [2.276488, 1.924479, -0.844606], [2.069033, 1.922563, 0.918121], [-2.884712, -0.388558, -0.697191], [-1.950104, -0.969013, -1.936253]],
  "forces_ev_per_angstrom": [[-0.872, -0.442, -0.548], [0.510, 1.209, 0.029], [-0.329, -0.136, 0.141], [0.651, -0.373, 0.541], [0.833, 0.022, -0.069], [-0.836, -0.004, 0.231], [0.150, -0.184, -0.010], [0.107, 0.048, -0.027], [-0.087, -0.071, -0.028], [-0.188, 0.021, -0.050], [-0.049, 0.000, -0.128], [0.001, 0.026, -0.006], [-0.040, -0.021, 0.034], [-0.074, -0.016, -0.069], [0.246, -0.091, -0.208], [-0.023, 0.011, 0.167]]
}

Repeat the first record exactly.
{
  "formula": "Cl2H3P3",
  "method": "wB97M-V/def2-TZVPD",
  "fmax_ev_per_a": 2.99,
  "smiles": "P[P@H](Cl)=PCl",
  "energy_ev": -52957.7318,
  "elements": ["P", "P", "P", "Cl", "Cl", "H", "H", "H"],
  "coordinates": [[-0.706290, 0.343533, -1.179394], [0.253879, 0.032729, 0.713563], [-0.241885, -2.293795, 1.107768], [0.672506, -3.354101, -0.248197], [1.178032, 2.247373, 0.811266], [-0.877607, 1.770507, -1.099606], [0.682947, 0.851377, -1.547079], [-0.961583, 0.402378, 1.441678]],
  "forces_ev_per_angstrom": [[2.047, 1.292, -1.753], [-1.348, 0.642, 1.293], [-0.498, 1.860, 1.196], [0.774, -0.618, -1.178], [-0.214, -1.145, 0.266], [-0.458, -0.553, 0.591], [-1.410, -1.084, -0.419], [1.108, -0.393, 0.004]]
}

What did the third record say?
{
  "formula": "C5H9N2",
  "method": "wB97M-V/def2-TZVPD",
  "fmax_ev_per_a": 1.31,
  "charge": 1,
  "smiles": "CN1C#C[NH2+]CC1",
  "energy_ev": -8299.8988,
  "elements": ["C", "C", "C", "C", "C", "N", "N", "H", "H", "H", "H", "H", "H", "H", "H", "H"],
  "coordinates": [[-0.258539, 1.212748, -1.119843], [-1.490910, 0.950565, -1.275862], [-0.126883, 0.032204, 0.735716], [-0.942380, -1.019593, -0.076448], [1.956172, 1.330156, 0.008041], [0.588123, 0.939295, -0.176441], [-1.928544, -0.410427, -1.073996], [-0.800195, 0.599881, 1.385404], [0.597405, -0.503116, 1.352599], [-0.241401, -1.630590, -0.646980], [-1.491111, -1.651781, 0.620729], [2.593440, 0.447764, 0.083206], [2.276488, 1.924479, -0.844606], [2.069033, 1.922563, 0.918121], [-2.884712, -0.388558, -0.697191], [-1.950104, -0.969013, -1.936253]],
  "forces_ev_per_angstrom": [[-0.872, -0.442, -0.548], [0.510, 1.209, 0.029], [-0.329, -0.136, 0.141], [0.651, -0.373, 0.541], [0.833, 0.022, -0.069], [-0.836, -0.004, 0.231], [0.150, -0.184, -0.010], [0.107, 0.048, -0.027], [-0.087, -0.071, -0.028], [-0.188, 0.021, -0.050], [-0.049, 0.000, -0.128], [0.001, 0.026, -0.006], [-0.040, -0.021, 0.034], [-0.074, -0.016, -0.069], [0.246, -0.091, -0.208], [-0.023, 0.011, 0.167]]
}